Density functional theory data (the ωB97M-V functional and the def2-TZVPD basis) for 2 unconnected molecules or ions with the total composition C2H8S2.

Computed properties:
- LUMO energy (eV) = 0.86
- energy relative to the best compared isomer or geometry (same formula, charge and spin) (kcal/mol) = 7.8
- SMILES = CSC.S
- E (eV) = -23873.808

ORCA input file:
```
! wB97M-V def2-TZVPD RIJCOSX def2/J DEFGRID3
* xyz 0 1
S 2.69025 -2.10766 0.97739
S 0.09993 1.07664 0.00098
C -0.30064 0.92372 -1.75909
C -1.42576 0.41942 0.70231
H 3.58106 -1.97943 1.96212
H -0.17128 -0.11190 -2.06565
H 0.35274 1.56157 -2.33974
H -1.16224 -0.18955 1.56904
H -1.98350 -0.16760 -0.01640
H -2.05577 1.22094 1.05753
H 1.68851 -1.92086 1.83292
H -1.31331 1.27471 -1.92141
*
```


Density functional theory data (the ωB97M-V functional and the def2-TZVPD basis) for 2 unconnected molecules or ions with the total composition C2H8S2 in a non-equilibrium geometry.

Computed properties:
- ⟨S²⟩ = 0.753
- LUMO energy (spin up / spin down) (eV) = -4.29 / -9.33
- energy relative to the best compared isomer or geometry (same formula, charge and spin) (kcal/mol) = 19.0
- E (eV) = -23864.641

ORCA input file:
```
! wB97M-V def2-TZVPD RIJCOSX def2/J DEFGRID3
* xyz 1 2
S 0.00164 3.36453 -0.08202
S -0.25371 -2.71016 -0.40496
C 0.99444 -0.66608 0.88256
C -0.30956 -0.99598 0.14568
H -1.13619 -0.99981 0.86379
H -0.56074 -0.34993 -0.70432
H 1.14326 0.40833 0.86271
H 1.88676 -1.07332 0.40987
H -1.58619 -2.88786 -0.51820
H -0.82299 2.44748 0.44532
H -0.71808 3.45491 -1.20726
H 0.85370 -1.04001 1.86224
*
```